Computed, not measured: a molecular structure, C15H17N7O2RuS7 in a non-equilibrium geometry, with wB97M-V/def2-TZVPD.

XYZ file:
```
49
Properties=species:S:1:pos:R:3:forces:R:3:lowdin_spin:R:1
Ru 1.430727 -0.729491 1.910025 -1.51 0.28 0.22 0.7376
S -0.775164 2.327593 3.469474 -0.13 0.52 0.39 0.0053
C 0.666000 2.194064 4.403639 0.01 -0.13 -0.08 0.0028
C 1.131591 3.435938 4.976226 0.01 0.01 0.03 0.0004
N 1.466905 4.446158 5.412124 0.00 0.00 0.02 0.0006
C 1.388612 1.063997 4.653867 0.09 0.29 0.05 0.0232
S 0.874440 -0.521394 4.103054 0.16 -0.70 -0.02 0.1145
C 2.546802 1.103336 5.492335 0.01 0.00 0.00 0.0043
N 3.464437 1.093999 6.189532 -0.04 0.00 -0.03 0.0037
N -0.374505 0.345646 1.304039 1.50 -0.69 -0.32 -0.0093
C 0.122563 1.275033 0.281332 -0.17 0.04 -0.37 0.0040
C -0.890869 2.314735 -0.223033 -0.08 -0.15 0.01 -0.0017
C -2.378651 1.931984 -0.276681 0.10 0.03 -0.01 -0.0001
C -2.756767 0.735447 -1.153740 0.03 0.06 0.04 0.0002
N -1.970660 0.738390 -2.376644 0.18 -0.11 0.29 0.0000
C -2.316816 0.263666 -3.536837 -0.08 0.19 -0.27 -0.0001
N -3.589760 -0.094880 -3.835997 0.08 -0.05 0.07 0.0000
N -1.394266 0.274308 -4.525920 0.04 -0.15 0.06 0.0000
C 0.832050 0.402984 -0.786821 -0.13 0.15 0.13 0.0009
O 0.616146 0.583171 -2.011703 -0.10 0.09 0.00 0.0009
O 1.607886 -0.453217 -0.311557 0.18 -0.63 0.02 0.0009
H -1.123158 -0.240005 0.952266 0.09 -0.26 0.02 0.0021
H -0.677461 0.846600 2.163146 -0.01 0.26 0.26 0.0009
H 0.937393 1.826551 0.757647 0.00 0.04 0.04 0.0031
H -0.557516 2.638549 -1.210847 0.02 0.06 0.01 -0.0004
H -0.825804 3.181930 0.434823 0.01 -0.02 0.03 0.0000
H -2.914207 2.808700 -0.647563 -0.01 0.00 0.04 0.0001
H -2.748972 1.744191 0.734041 -0.01 0.00 0.00 -0.0002
H -3.822604 0.782541 -1.380579 0.00 0.00 -0.02 0.0000
H -2.574103 -0.207641 -0.631233 -0.02 -0.05 -0.02 0.0001
H -0.921096 0.809351 -2.217982 -0.03 0.07 -0.11 0.0000
H -4.133849 -0.426009 -3.055085 0.01 -0.02 0.00 0.0000
H -3.690446 -0.685642 -4.646000 0.00 0.03 -0.02 0.0000
H -0.436281 0.382070 -4.211639 -0.01 0.00 0.01 0.0000
H -1.514267 -0.395434 -5.267915 0.01 -0.04 0.02 0.0000
N 4.058742 1.025231 2.099363 0.03 -0.16 -0.02 0.0041
C 3.103205 0.373122 2.051897 -0.23 0.56 -0.21 0.0190
C 3.882856 -2.778760 -0.327937 -0.05 -0.01 -0.02 -0.0027
S 2.940599 -4.283837 -0.681889 0.03 -0.03 0.08 0.0032
C 1.312167 -3.660801 -0.872504 0.10 -0.03 -0.07 0.0133
C 0.497698 -3.190302 0.092975 -0.15 -0.23 -0.09 0.0046
S 0.783620 -3.039613 1.804016 0.09 0.60 -0.19 0.0621
S -1.098464 -2.754891 -0.479769 0.05 -0.01 0.03 0.0033
C -0.920975 -3.167357 -2.138904 0.12 -0.07 0.12 0.0004
S -2.167112 -3.088818 -3.236865 -0.08 0.10 -0.12 -0.0013
S 0.653061 -3.729878 -2.488677 -0.06 0.09 0.03 0.0043
H 4.909190 -3.108793 -0.174461 0.01 0.01 -0.04 0.0000
H 3.522779 -2.309417 0.582868 -0.02 0.04 0.00 -0.0040
H 3.824291 -2.083107 -1.159902 0.00 0.03 0.04 0.0000
```
Forces are in eV/Å.

Output
**Spin multiplicity**: 2
**Kohn-Sham gap (spin up / spin down)**: 6.065 / 6.045 eV
**HOMO energy (spin up / spin down)**: -4.73 / -4.71 eV
**ΔE to the lowest compared entry with this formula, charge and spin**: 283.7 kJ/mol
**Molar mass**: 652.89 g mol⁻¹
**Total charge**: -1